[1]
The following is a quantum chemistry calculation of a structure of composition C23H15AgAsO6, from OMol25.

Last column: Mulliken charge in e.
CARTESIAN COORDINATES (ANGSTROEM)
Ag: -0.0967 0.0654 -0.0829  0.23
O: 4.3902 4.1378 1.0154  -0.69
C: 3.6801 3.1619 0.9609  0.31
C: 3.7152 2.0949 -0.1122  0.36
O: 4.5491 1.9909 -0.9889  -0.69
C: 2.5128 1.2707 0.1030  0.87
C: 1.8569 1.6827 1.3071  0.50
O: 0.7779 1.1658 1.7269  -0.92
C: 2.5375 2.8382 1.8923  0.32
O: 2.2255 3.4639 2.8924  -0.73
O: 2.0734 0.3697 -0.6620  -0.86
O: -2.1581 0.0580 -1.0467  -0.93
As: -2.5604 1.6154 -0.5812  1.94
C: -4.3161 1.9823 -1.2630  -0.38
C: -5.0056 3.1385 -0.9144  0.08
C: -6.2756 3.3602 -1.4264  -0.71
C: -6.8505 2.4257 -2.2820  -0.35
C: -6.1601 1.2697 -2.6234  -0.58
C: -4.8866 1.0441 -2.1128  -0.59
C: -1.4330 3.0048 -1.2791  0.48
C: -0.1588 3.2191 -0.7437  0.73
C: 0.6773 4.1673 -1.3181  -0.98
C: 0.2387 4.9049 -2.4102  -0.60
C: -1.0312 4.6977 -2.9380  -0.72
C: -1.8707 3.7459 -2.3769  -0.52
C: -2.6659 1.7592 1.3263  0.61
C: -2.0257 2.7520 2.0602  -0.09
C: -2.0845 2.7209 3.4476  -0.60
C: -2.7897 1.7156 4.0902  -0.43
C: -3.4355 0.7264 3.3545  -0.59
C: -3.3708 0.7427 1.9717  -0.71
H: -4.5559 3.8611 -0.2416  0.41
H: -6.8184 4.2588 -1.1562  0.38
H: -7.8438 2.6001 -2.6791  0.38
H: -6.6128 0.5418 -3.2857  0.38
H: -4.3299 0.1497 -2.3581  0.44
H: 0.1989 2.6389 0.1007  -0.20
H: 1.6740 4.3120 -0.9142  0.38
H: 0.8966 5.6399 -2.8600  0.40
H: -1.3643 5.2673 -3.7977  0.38
H: -2.8501 3.5738 -2.7984  0.38
H: -1.4574 3.5288 1.5722  0.37
H: -1.5452 3.4663 4.0199  0.41
H: -2.8205 1.6884 5.1733  0.37
H: -3.9734 -0.0658 3.8598  0.39
H: -3.8400 -0.0402 1.3930  0.39

Properties
net charge	-1
ΔE to the lowest compared entry with this formula, charge and spin	0.034	eV
HOMO-LUMO gap	0.207	Eh
total energy	-3719.6739	Ha
HOMO energy	-0.127	hartree

***

[2]
The following is a quantum chemistry calculation of an isolated molecule of C25H32N2O5, from OMol25.

Last column: Mulliken charge in e.
CARTESIAN COORDINATES (ANGSTROEM)
C: -2.0034 4.9082 4.8278  -1.32
C: -1.4749 3.4912 4.6487  -0.25
C: 0.0233 3.4816 4.3532  -0.57
C: 0.5383 2.0626 4.1051  -0.89
O: -0.0721 1.4461 2.9887  -0.43
C: 0.2405 1.8553 1.7317  0.94
C: -0.5843 1.3525 0.7202  -0.26
C: -0.3230 1.6381 -0.6013  0.22
C: 0.7506 2.4563 -0.9474  -0.64
C: 1.5367 2.9965 0.0607  -0.90
C: 1.3017 2.6890 1.3886  -0.63
H: 1.9495 3.1089 2.1419  0.41
H: 2.3494 3.6564 -0.2041  0.43
C: 0.9842 2.8339 -2.3669  0.04
O: 1.1215 3.9840 -2.7319  -0.67
N: 0.9543 1.8116 -3.2736  -0.06
C: 1.1250 0.4392 -3.0538  -0.38
C: 1.9621 -0.0409 -2.0561  0.01
C: 2.1425 -1.4049 -1.8710  0.17
C: 1.4517 -2.2997 -2.6887  1.09
C: 0.6647 -1.8317 -3.7490  1.06
C: 0.5089 -0.4661 -3.9130  -0.69
H: -0.0949 -0.0946 -4.7286  0.37
C: 0.0480 -2.7948 -4.7140  -1.78
H: -0.7164 -3.4003 -4.2315  0.24
H: -0.4005 -2.2669 -5.5511  0.45
H: 0.8109 -3.4765 -5.0852  0.32
O: 1.6170 -3.6722 -2.5423  -0.62
C: 0.8183 -4.3200 -1.5645  -0.70
C: -0.6483 -3.8837 -1.6241  0.63
O: -1.4339 -4.4723 -2.3459  -0.68
N: -1.0247 -2.7968 -0.9153  0.34
C: -0.2993 -2.0887 0.1152  0.78
H: -0.1278 -1.0571 -0.2127  -0.71
C: -1.1322 -2.0778 1.4067  -1.06
H: -1.2315 -3.1077 1.7848  0.51
O: -2.4062 -1.5210 1.1975  -0.39
C: -3.1161 -2.2465 0.2185  -0.59
H: -3.2734 -3.2812 0.5582  0.37
C: -2.3591 -2.2547 -1.1092  -0.69
H: -2.2630 -1.2295 -1.4841  0.11
H: -2.8744 -2.8726 -1.8448  0.52
H: -4.0816 -1.7512 0.1083  0.35
H: -0.6469 -1.4569 2.1617  0.22
H: 0.6587 -2.5580 0.3175  0.20
H: 1.2445 -4.1974 -0.5602  0.29
H: 0.8546 -5.3786 -1.8354  0.39
C: 3.1286 -1.8787 -0.8433  -1.96
H: 3.2860 -2.9504 -0.9262  0.31
H: 2.7959 -1.6349 0.1656  0.26
H: 4.0836 -1.3806 -1.0023  0.52
H: 2.5052 0.6502 -1.4303  0.76
H: 0.9117 2.1077 -4.2412  0.27
H: -0.9695 1.2480 -1.3743  0.36
H: -1.4254 0.7401 1.0062  0.71
H: 1.6310 2.0566 4.0036  0.34
H: 0.2682 1.4186 4.9469  0.46
H: 0.5737 3.9062 5.1952  0.49
H: 0.2177 4.0990 3.4737  0.38
H: -1.6672 2.9114 5.5543  0.29
H: -2.0009 3.0049 3.8249  0.23
H: -1.8437 5.4929 3.9245  0.32
H: -3.0691 4.8929 5.0418  0.39
H: -1.4947 5.4048 5.6515  0.32

Properties
net charge	0
ΔE to the lowest compared entry with this formula, charge and spin	1.066	eV
structure (SMILES)	CCCCOc1ccc(C(=O)Nc2cc(C)c(OCC(=O)N3CCOCC3)c(C)c2)cc1
HOMO-LUMO gap	0.326	Eh
total energy	-1457.5679	Ha
HOMO energy	-0.305	hartree